1.
Here is a molecular structure, C22H27N12S4W at a distorted geometry from the Open Molecules 2025 dataset. Energies are from the ωB97M-V functional and the def2-TZVPD basis.

Geometry as XYZ:
```
66
Properties=species:S:1:pos:R:3:mulliken_charge:R:1
W 0.82577 0.63887 0.03706 -0.419
C 4.25720 -1.89510 -0.44272 -1.014
C 3.26610 -2.49025 0.54297 -1.393
S 1.55314 -1.86535 0.38230 0.762
C 0.90700 -2.52204 1.95328 -1.149
C 0.69989 -1.54136 3.12318 -0.644
S 1.04322 0.20913 2.82659 -0.015
C 2.84910 0.13613 2.74522 0.051
C 4.56802 0.57575 0.92013 -0.625
S 4.19092 -0.10406 -0.68843 0.011
H 4.07823 -2.28095 -1.44709 0.422
H 5.27032 -2.17800 -0.15926 0.582
H 3.61514 -2.34747 1.56495 0.664
H 3.19309 -3.56483 0.37399 0.674
H 1.58988 -3.31863 2.24290 0.606
H -0.04482 -2.98023 1.69806 0.447
H 1.26916 -1.84071 4.00234 0.541
H -0.35082 -1.52471 3.40430 0.400
H 3.14336 -0.86896 2.47982 -0.125
H 3.29448 0.42202 3.69490 0.330
H 5.10311 -0.13026 1.55177 0.579
H 5.19711 1.44606 0.75710 0.367
N 1.63162 3.97289 0.79880 0.040
C 0.40800 3.73327 0.18960 0.453
N -0.39735 4.69908 -0.19069 -0.802
N -1.45511 4.05206 -0.70276 -0.744
N -1.27448 2.77958 -0.63101 -0.388
N -0.07858 2.52416 -0.04988 0.577
C 2.44564 3.02644 1.28191 0.269
N 3.38251 3.33476 2.17252 -0.444
N 4.02405 2.27667 2.55347 -0.550
N 3.39309 1.11094 1.73683 0.599
N 2.36289 1.71330 0.92795 -0.012
H 1.82618 4.92352 1.07979 0.288
C -4.50871 2.54797 -1.69450 -1.411
C -4.40620 1.37171 -0.78176 1.091
C -5.45981 0.64176 -0.30659 -0.979
C -5.18847 -0.42790 0.55935 0.907
N -3.94866 -0.75592 0.91515 -0.515
C -2.93828 -0.03992 0.43307 0.067
S -1.34060 -0.51081 0.88176 -0.236
N -3.16395 0.99796 -0.40189 0.399
C -6.28668 -1.26352 1.13029 -1.293
H -5.54501 2.84867 -1.81947 0.399
H -4.09730 2.29621 -2.67437 0.304
H -3.92698 3.38758 -1.30839 0.338
H -6.47194 0.89570 -0.58439 0.386
H -2.35342 1.60092 -0.66549 -0.067
H -7.26900 -0.89528 0.84501 0.361
H -6.20170 -1.27812 2.21685 0.337
H -6.17327 -2.29271 0.78723 0.313
C 1.27544 1.15028 -2.05082 -1.067
C 0.70915 -0.16288 -2.37110 -0.223
C 1.50575 -1.25353 -2.80289 -0.467
C 0.97662 -2.50316 -2.95507 -0.978
C -0.38596 -2.72446 -2.66997 0.595
C -1.19766 -1.66713 -2.32750 -0.841
C -0.66021 -0.38146 -2.19342 0.033
C -0.92912 -4.05767 -2.75138 -0.251
N -1.35047 -5.12610 -2.78494 -0.494
H 0.67640 1.98564 -2.40619 0.503
H 2.31263 1.25642 -2.35449 0.521
H 2.54479 -1.06593 -3.04774 0.807
H 1.58496 -3.32769 -3.30412 0.527
H -2.25553 -1.83927 -2.17476 0.552
H -1.31389 0.47093 -2.06735 1.043
```

As for the multiplicity: 3. The max |F| comes out at 1.193 eV/Å. The net charge is +1.

=====

2.
Here is a gas-phase ion, C22H27N2O (charge +1) at a distorted geometry from the Open Molecules 2025 dataset. Energies are from the ωB97M-V functional and the def2-TZVPD basis.

Geometry as XYZ:
```
52
Properties=species:S:1:pos:R:3:mulliken_charge:R:1
C 1.99566 6.19357 3.69207 -1.013
N 1.48663 5.06375 4.44489 0.076
C 0.73913 5.41727 5.64288 -0.950
C 1.83076 3.80149 4.07392 0.194
O 2.49067 3.59670 3.04387 -0.738
C 1.37226 2.69323 5.01380 -0.073
C 2.19228 2.73457 6.29737 -0.496
C 2.70787 1.33360 6.62218 -0.724
C 2.39916 0.42216 5.43912 -0.311
N 1.47822 1.23595 4.51711 0.187
C 1.41996 0.90838 3.08346 1.490
C 0.11217 0.22872 2.76257 -1.431
C -0.99871 0.94689 2.49324 -0.130
C -2.24859 0.36971 2.05563 0.802
C -3.34976 1.22235 1.81217 -0.425
C -4.56106 0.71923 1.34953 -0.581
C -4.70359 -0.66128 1.11397 -0.400
C -3.62094 -1.52721 1.35252 -0.717
C -2.40174 -1.02093 1.81250 -0.440
C 2.65945 0.16576 2.61436 -1.007
C 3.85086 0.88480 2.48892 0.380
C 4.98114 0.28745 1.92970 -0.816
C 4.92789 -1.04391 1.49233 -0.459
C 3.75787 -1.78345 1.67817 -0.808
C 2.63165 -1.18501 2.24997 -0.428
H 2.43630 5.84680 2.75795 0.305
H 1.16939 6.88422 3.48654 0.314
H 2.75229 6.73432 4.27816 0.350
H 0.12710 4.58663 6.01509 0.356
H 1.40644 5.74632 6.45710 0.314
H 0.07489 6.25341 5.38467 0.363
H 0.29142 2.85816 5.17312 0.506
H 3.04849 3.42154 6.18776 0.429
H 1.56494 3.15350 7.09341 0.368
H 3.79212 1.36565 6.78177 0.314
H 2.26128 0.93748 7.53857 0.283
H 3.30696 0.12799 4.90977 0.282
H 1.83910 -0.48576 5.71223 0.369
H 0.57256 0.90832 4.85430 0.546
H 1.41524 1.87672 2.56758 0.485
H 0.10041 -0.85831 2.78943 0.284
H -0.96536 2.03848 2.57852 0.304
H -3.22160 2.28936 2.00507 0.320
H -5.39854 1.39978 1.17541 0.375
H -5.65520 -1.05631 0.75673 0.374
H -3.73465 -2.60045 1.17910 0.372
H -1.56413 -1.69986 1.98174 0.300
H 3.86470 1.93178 2.79540 0.406
H 5.88786 0.87793 1.79774 0.432
H 5.79016 -1.50403 1.00539 0.393
H 3.68844 -2.82668 1.35544 0.404
H 1.72373 -1.77341 2.39757 0.267
```

As for the multiplicity: 1. The max |F| comes out at 2.613 eV/Å. As for the SMILES: CN(C)C(=O)[C@@H]1CCC[N@@H+]1[C@H](/C=C/c1ccccc1)c1ccccc1. The net charge is +1.

=====

3.
Here is a molecular structure, C22H27N2SeV at a distorted geometry from the Open Molecules 2025 dataset. Energies are from the ωB97M-V functional and the def2-TZVPD basis.

Geometry as XYZ:
```
53
Properties=species:S:1:pos:R:3:mulliken_charge:R:1
C -0.34139 0.37494 -4.03955 1.815
C 0.18122 1.78500 -4.17444 -1.764
C 0.37324 -0.62640 -4.92358 -1.369
C -1.83459 0.37760 -4.28488 -1.813
H 0.15091 -0.51597 -6.01527 0.389
H 0.10614 -1.66039 -4.68890 0.265
H 1.46330 -0.56928 -4.84766 0.402
H -0.23367 2.30903 -5.08221 0.453
H 1.28521 1.83479 -4.23934 0.249
H -0.15614 2.36385 -3.29227 0.360
H -2.12233 0.81124 -5.27323 0.509
H -2.33199 0.99462 -3.52405 0.383
H -2.27366 -0.62658 -4.27124 0.284
C 1.79191 -0.15523 0.21336 -0.014
C 1.96444 -0.92711 -0.96456 -0.796
C 1.90382 -0.03639 -2.10348 -0.626
H 2.18079 -1.99324 -0.99711 0.579
C 1.81416 1.31648 -1.58517 -0.769
C 1.79143 1.22984 -0.16339 -0.387
H 1.84378 2.06691 0.52646 0.355
H 1.83554 -0.55057 1.22824 0.544
H 2.06284 -0.34208 -3.12960 0.622
H 1.89321 2.23943 -2.16969 0.562
C -2.13550 -1.19764 -0.30088 -0.055
C -0.86970 -1.79942 0.06454 0.061
C -0.29408 -2.31485 -1.13790 -1.342
H -0.50825 -1.99323 1.08354 0.361
C -1.05041 -1.80652 -2.25377 -0.725
C -2.22444 -1.14598 -1.72176 -0.810
H -3.11692 -0.85124 -2.30177 0.483
H -2.95299 -0.96521 0.37659 0.390
H 0.49002 -3.07090 -1.22119 0.711
H -0.89861 -2.11276 -3.28627 0.831
V 0.01059 -0.10212 -1.31881 0.476
C -2.11049 -0.59534 3.09094 -1.184
N -0.85504 0.14831 3.13462 0.480
C -0.34143 0.98027 2.16486 -0.633
Se -1.01565 1.34732 0.40068 -0.215
N 0.68903 1.62924 2.78844 0.215
C 0.84460 1.20269 4.11580 0.363
C 1.89121 1.41685 5.00259 -0.649
C 1.81278 0.73184 6.22901 -0.579
C 0.77722 -0.18425 6.49446 -0.653
C -0.23137 -0.42940 5.54275 -0.780
C -0.15583 0.28032 4.35323 0.969
H -1.99577 -1.62996 2.71273 0.325
H -2.85744 -0.06517 2.46878 0.327
H -2.47583 -0.64091 4.12959 0.488
H 1.22377 2.37851 2.35165 0.359
H 2.73072 2.05968 4.72529 0.399
H 2.56217 0.88956 6.99909 0.397
H 0.75696 -0.72550 7.43214 0.397
H -1.04745 -1.13472 5.68259 0.364
```

As for the multiplicity: 2. The max |F| comes out at 2.835 eV/Å. The net charge is +1.

=====

4.
Here is a molecular structure, C22H27N3NaO5PS at a distorted geometry from the Open Molecules 2025 dataset. Energies are from the ωB97M-V functional and the def2-TZVPD basis.

Geometry as XYZ:
```
60
Properties=species:S:1:pos:R:3:mulliken_charge:R:1
Na 0.12003 0.45943 0.56971 0.687
O 0.43284 -1.60428 0.45192 -0.479
C 0.40674 -1.40560 -0.79821 0.210
O -0.54417 -0.87944 -1.41314 -0.702
C 1.74556 -1.58188 -1.50666 -0.809
P 2.76803 -0.17627 -0.85557 -0.003
C 4.26150 -0.28525 -1.90217 0.745
C 4.11926 0.02592 -3.25542 -0.532
C 5.20745 -0.02105 -4.11050 -0.624
C 6.46144 -0.36299 -3.62081 -0.466
C 6.61596 -0.65867 -2.27571 -0.697
C 5.52245 -0.62227 -1.41973 -0.394
C 3.37559 -0.73362 0.77943 0.846
C 3.73828 0.26863 1.67736 -0.423
C 4.20724 -0.04296 2.94899 -0.756
C 4.30191 -1.36952 3.34187 -0.394
C 3.93992 -2.37774 2.45550 -0.713
C 3.48519 -2.06246 1.18476 -0.189
H 1.63417 -1.42885 -2.57923 0.550
H 2.20036 -2.55238 -1.31286 0.385
H 3.14773 0.31096 -3.64479 0.367
H 5.07800 0.21609 -5.15848 0.379
H 7.31356 -0.39604 -4.28700 0.373
H 7.59058 -0.92423 -1.88690 0.388
H 5.65816 -0.86227 -0.37277 0.313
H 3.65517 1.30850 1.37799 0.360
H 4.49737 0.74949 3.62773 0.402
H 4.65792 -1.62054 4.33259 0.379
H 4.00940 -3.41437 2.75889 0.427
H 3.19032 -2.86011 0.51736 0.227
N -2.71698 -1.20815 0.81254 -0.050
C -3.51496 0.02034 0.77391 -0.366
C -3.07060 1.06246 -0.24260 -0.820
N -1.83449 1.79012 0.13398 -0.477
H -1.88840 -1.09986 1.38959 -0.528
H -2.34376 -1.42201 -0.11254 0.343
H -3.48351 -2.40599 1.43395 0.633
H -3.53168 0.45172 1.77795 0.252
H -4.54864 -0.24561 0.53864 0.332
H -3.89971 1.75825 -0.40793 0.482
H -2.86753 0.56228 -1.19031 0.361
H -2.06362 2.56770 0.74402 0.182
H -1.46529 2.21074 -0.71412 0.255
N 0.53554 0.51579 3.44601 -0.333
C -0.41922 -0.50013 3.62523 0.847
C -1.70595 -0.15914 4.04769 -0.414
C -2.70992 -1.11033 4.05448 -0.634
C -2.42397 -2.40510 3.64505 -0.602
C -1.13096 -2.77079 3.30385 -0.342
C -0.12549 -1.82100 3.29878 -0.238
S -3.75509 -3.51147 3.32449 1.461
O -4.11036 -3.12540 1.85100 -0.549
O -3.25571 -4.85262 3.34608 -0.672
O -4.86181 -3.15269 4.15977 -0.670
H 0.38814 1.30955 4.05249 0.243
H 1.50145 0.21294 3.46164 0.143
H -1.92468 0.86404 4.33336 0.335
H -3.72158 -0.85242 4.33865 0.511
H -0.93030 -3.78586 2.98867 0.466
H 0.86858 -2.08410 2.96120 -0.007
```

As for the multiplicity: 1. The max |F| comes out at 1.188 eV/Å.

=====

Number 1: DFT total energy -3171.11417 Ha. Number 2: DFT total energy -1039.01581 Ha. Number 3: DFT total energy -4309.11855 Ha. Number 4: DFT total energy -2296.94634 Ha.